Record 1
# C32H53NP2V

A molecular structure, C32H53NP2V in a non-equilibrium geometry (wB97M-V/def2-TZVPD, the Open Molecules 2025 dataset).

Structure (ORCA input):
```
! wB97M-V def2-TZVPD RIJCOSX def2/J DEFGRID3
* xyz 1 3
V -0.16 -0.76 0.13
C -0.96 -2.47 1.42
C 0.37 -2.75 0.89
C 0.58 -1.25 2.66
C -0.80 -1.56 2.51
C 1.31 -1.93 1.64
C -2.20 -3.24 1.18
H -2.13 -3.88 0.30
H -3.07 -2.60 1.06
H -2.40 -3.89 2.04
C -1.82 -1.27 3.56
H -2.84 -1.38 3.17
H -1.73 -0.27 3.97
H -1.73 -1.97 4.40
C 1.17 -0.65 3.87
H 1.20 -1.38 4.71
H 0.59 0.20 4.25
H 2.20 -0.32 3.73
C 2.77 -2.12 1.68
H 3.05 -2.64 2.61
H 3.32 -1.18 1.68
H 3.13 -2.73 0.85
C 0.77 -3.92 0.08
H 1.36 -4.62 0.70
H 1.40 -3.66 -0.78
H -0.09 -4.49 -0.29
C -1.42 0.80 -3.53
C -1.78 -0.56 -3.60
C -1.21 -1.41 -4.77
C 0.29 -1.39 -4.92
C 1.08 -0.97 -3.74
C 1.57 0.32 -3.62
C 0.95 1.52 -4.23
C -0.56 1.45 -4.55
H -1.68 -1.05 -5.70
H 0.56 -0.81 -5.82
H -1.57 -2.44 -4.68
H -0.70 1.04 -5.56
H -1.99 1.49 -2.89
H -2.84 -0.86 -3.51
H -0.93 2.48 -4.65
H 1.12 2.40 -3.58
H 2.56 0.53 -3.26
H 1.48 1.78 -5.16
H 0.62 -2.40 -5.21
H 1.50 -1.77 -3.14
P -1.92 -0.65 -1.52
C -3.54 0.22 -1.46
C -1.41 -2.32 -1.98
P 1.76 0.56 -0.47
C -0.01 0.45 -1.34
C 2.88 -0.75 -1.13
C 2.35 2.20 -1.01
H -3.50 1.14 -0.86
H -4.30 -0.47 -1.03
H -3.88 0.49 -2.47
H -0.51 -2.31 -2.62
H -2.24 -2.72 -2.60
H -1.24 -3.00 -1.16
H 2.42 2.24 -2.08
H 3.34 2.40 -0.58
H 1.66 2.97 -0.65
H -0.38 1.49 -1.49
H 0.15 -0.14 -2.25
H 3.65 -0.97 -0.39
H 3.38 -0.45 -2.04
H 2.32 -1.69 -1.32
C 2.67 3.53 3.80
N 1.34 3.05 3.55
C 0.63 2.71 4.75
C 1.13 2.30 2.31
C -0.32 2.23 1.91
C -1.09 3.34 2.28
C -2.49 3.27 2.24
C -3.10 2.08 1.87
C -2.29 1.01 1.39
C -0.91 1.12 1.27
H 3.37 2.72 4.13
H 2.63 4.27 4.62
H 3.08 4.01 2.90
H -0.41 2.44 4.57
H 1.12 1.89 5.33
H 0.65 3.58 5.41
H 1.72 2.82 1.54
H 1.58 1.29 2.37
H -0.58 4.21 2.67
H -3.09 4.11 2.56
H -4.18 1.91 1.95
H -2.80 0.05 1.13
*
```

Results
LUMO energy (spin up / spin down) (Ha): -0.10229 / -0.10501
E (eV): -79783.6293
HOMO level (spin up / spin down) (Ha): -0.3406 / -0.3644
Largest force on an atom (eV/Å): 5.4
Energy above the lowest of the compared OMol25 structures with the same formula, charge and spin (kJ/mol): 690.2

Löwdin atomic charge list, values in e, 5 entries: atom 1 (V): 0.53, atom 2 (C): -0.30, atom 3 (C): -0.32, atom 4 (C): -0.22, atom 5 (C): -0.23

***

Record 2
# C32H54BClNO13

4 unconnected molecules or ions with the total composition C32H54BClNO13 in a non-equilibrium geometry (wB97M-V/def2-TZVPD, the Open Molecules 2025 dataset).

Structure (ORCA input):
```
! wB97M-V def2-TZVPD RIJCOSX def2/J DEFGRID3
* xyz -1 1
C -5.04 -3.34 2.71
C -3.72 -3.31 2.58
C -2.12 -3.17 2.28
C -1.51 -1.75 2.86
C -1.97 -1.71 4.41
C -1.59 -3.07 5.21
C -2.15 -3.49 6.47
O -2.40 -0.80 2.18
B -1.69 -0.22 1.02
C -2.12 1.37 1.07
N -1.72 2.15 -0.16
O -1.74 -0.92 -0.28
C -3.10 -1.11 -0.75
C -3.07 -1.77 -2.22
C -3.83 -0.91 -3.36
C -3.63 -3.29 -2.30
C -5.01 -3.54 -1.51
C -2.44 -4.34 -1.92
O -0.28 -0.39 1.41
C 0.03 -1.40 2.45
C 0.97 -0.55 3.44
C 1.51 -1.34 4.74
C 2.37 -2.67 4.43
Cl 3.95 -2.18 3.62
C 0.68 -2.58 1.53
O 2.01 -2.25 1.03
C 2.31 -3.20 -0.06
H -6.18 -3.16 2.64
H -1.55 -4.10 2.65
H -2.04 -3.17 1.12
H -1.42 -0.81 4.90
H -3.11 -1.49 4.56
H -0.76 -3.73 4.75
H -1.43 -3.98 7.23
H -3.27 -3.42 6.76
H -3.24 1.47 1.35
H -1.53 1.86 1.96
H -0.85 2.70 0.05
H -2.44 2.90 -0.27
H -3.67 -0.09 -0.85
H -3.65 -1.75 0.05
H -1.95 -1.82 -2.53
H -3.66 -1.46 -4.38
H -4.96 -0.77 -3.15
H -3.29 0.10 -3.45
H -3.85 -3.49 -3.43
H -5.72 -4.30 -2.05
H -5.63 -2.56 -1.41
H -4.81 -3.90 -0.42
H -2.05 -4.87 -2.88
H -2.84 -5.16 -1.20
H -1.53 -3.78 -1.48
H 1.85 -0.09 2.86
H 0.33 0.34 3.84
H 0.70 -1.59 5.53
H 2.24 -0.61 5.29
H 1.79 -3.51 3.89
H 2.67 -3.12 5.46
H 0.70 -3.62 2.03
H -0.01 -2.64 0.59
H 3.29 -3.80 0.15
H 1.48 -4.02 -0.16
H 2.35 -2.66 -1.09
C 1.60 1.50 -0.77
C 2.52 1.65 -1.97
C 3.32 2.92 -1.96
O 3.57 3.12 -3.35
C 2.53 2.54 -4.01
O 2.32 2.68 -5.19
O 1.77 1.78 -3.17
H 0.91 0.66 -0.92
H 2.17 1.34 0.14
H 0.98 2.39 -0.64
H 3.15 0.77 -2.06
H 4.26 2.81 -1.41
H 2.78 3.78 -1.57
C 0.03 3.29 6.41
C 0.95 3.45 5.22
C 1.76 4.71 5.23
O 2.01 4.92 3.85
C 0.97 4.34 3.18
O 0.75 4.48 2.00
O 0.20 3.58 4.01
H -0.66 2.45 6.26
H 0.60 3.12 7.33
H -0.59 4.18 6.55
H 1.59 2.56 5.12
H 2.69 4.60 5.78
H 1.21 5.57 5.62
C 2.97 2.79 -7.89
C 3.89 2.94 -9.08
C 4.70 4.20 -9.07
O 4.95 4.41 -10.46
C 3.91 3.83 -11.13
O 3.69 3.96 -12.30
O 3.14 3.07 -10.29
H 2.29 1.95 -8.03
H 3.54 2.63 -6.97
H 2.35 3.68 -7.75
H 4.53 2.05 -9.18
H 5.64 4.10 -8.52
H 4.15 5.07 -8.69
*
```

Results
LUMO energy (Ha): 0.07677
E (eV): -75361.3374
HOMO level (Ha): -0.1788
Largest force on an atom (eV/Å): 6.9

Löwdin atomic charge list, values in e, 5 entries: atom 1 (C): 0.04, atom 2 (C): -0.08, atom 3 (C): -0.10, atom 4 (C): -0.29, atom 5 (C): -0.11

***

Record 3
# C32H54CaF12O27P2

A molecular structure, C32H54CaF12O27P2 in a non-equilibrium geometry (wB97M-V/def2-TZVPD, the Open Molecules 2025 dataset).

Structure (ORCA input):
```
! wB97M-V def2-TZVPD RIJCOSX def2/J DEFGRID3
* xyz 0 1
Ca -2.71 -1.21 -0.84
P -4.55 1.06 -0.17
F -4.22 2.61 -0.56
F -4.02 0.55 -1.63
F -3.06 0.65 0.33
F -4.91 -0.50 0.07
F -4.96 1.44 1.30
F -6.08 1.28 -0.72
P 0.24 -0.14 -0.07
F 1.38 0.80 -0.94
F -0.92 0.37 -1.02
F 0.27 -1.39 -0.99
F -0.85 -1.00 0.81
F 1.39 -0.84 0.83
F 0.18 1.14 1.01
C -0.99 2.41 3.79
C -1.62 2.24 5.18
C -3.12 1.87 5.20
O -3.01 0.69 6.03
C -1.74 0.28 6.26
O -1.38 -0.75 6.95
O -0.89 1.13 5.75
H -1.15 3.38 3.34
H -1.41 1.65 3.14
H 0.10 2.31 3.73
H -1.40 3.10 5.82
H -3.34 1.54 4.19
H -3.73 2.71 5.55
C 2.88 0.45 5.55
C 1.81 -0.71 5.16
C 1.49 -1.06 3.72
O 1.27 -2.44 3.81
C 1.74 -2.95 4.94
O 1.96 -4.13 5.15
O 2.25 -1.95 5.67
H 3.69 0.44 4.82
H 3.23 0.48 6.58
H 2.39 1.42 5.53
H 0.83 -0.46 5.57
H 2.28 -0.90 2.99
H 0.58 -0.53 3.46
C 2.22 -3.51 -2.74
C 3.20 -4.63 -2.30
C 3.20 -5.09 -0.86
O 2.77 -6.44 -0.92
C 2.56 -6.82 -2.21
O 2.02 -7.85 -2.54
O 2.84 -5.77 -3.06
H 1.23 -3.63 -2.30
H 2.17 -3.44 -3.83
H 2.60 -2.60 -2.29
H 4.15 -4.25 -2.68
H 2.51 -4.43 -0.35
H 4.19 -4.93 -0.42
C -2.16 5.41 -0.65
C -0.81 4.94 -1.13
C -0.93 3.41 -1.55
O -0.32 3.53 -2.86
C -0.01 4.74 -3.21
O 0.48 5.09 -4.34
O -0.43 5.70 -2.23
H -2.89 5.07 -1.38
H -2.23 6.49 -0.55
H -2.42 5.11 0.36
H -0.08 5.04 -0.33
H -1.92 2.96 -1.52
H -0.35 2.84 -0.82
C 3.32 3.11 -2.42
C 3.87 1.90 -3.12
C 2.97 0.83 -3.68
O 3.43 0.79 -5.00
C 4.56 1.55 -5.21
O 5.27 1.71 -6.26
O 4.80 2.27 -4.13
H 4.14 3.78 -2.18
H 2.83 2.84 -1.49
H 2.60 3.67 -3.03
H 4.48 1.33 -2.42
H 2.00 1.28 -3.48
H 3.14 -0.09 -3.13
C -2.20 -4.82 -3.27
O -1.23 -5.15 -2.29
C -1.09 -4.44 -1.12
O -1.67 -3.37 -0.86
O -0.25 -5.05 -0.33
C 0.04 -4.38 0.96
H -3.07 -4.47 -2.72
H -2.49 -5.64 -3.94
H -1.89 -3.97 -3.87
H 0.88 -4.84 1.48
H -0.86 -4.48 1.57
H 0.25 -3.31 0.91
C 2.73 3.75 1.60
O 3.70 4.72 1.24
C 3.50 5.49 0.21
O 2.43 5.51 -0.44
O 4.66 6.09 -0.14
C 4.74 6.81 -1.31
H 1.93 4.09 2.26
H 3.23 2.95 2.15
H 2.12 3.35 0.80
H 3.83 6.85 -1.91
H 5.51 6.27 -1.86
H 5.18 7.81 -1.34
C -5.70 -1.37 3.69
O -5.11 -1.96 2.50
C -3.86 -2.30 2.44
O -3.22 -2.22 1.41
O -3.41 -2.77 3.77
C -2.03 -3.01 3.92
H -5.15 -0.56 4.17
H -5.79 -2.16 4.44
H -6.71 -1.06 3.44
H -1.82 -3.15 4.98
H -1.46 -2.13 3.63
H -1.67 -3.81 3.28
C -3.83 -1.82 -6.00
O -3.49 -1.79 -4.66
C -2.16 -1.61 -4.24
O -1.91 -1.39 -3.00
O -1.26 -1.88 -5.26
C 0.10 -1.64 -5.02
H -4.91 -1.71 -6.10
H -3.52 -2.74 -6.51
H -3.34 -0.99 -6.51
H 0.35 -0.89 -5.76
H 0.64 -2.53 -5.35
H 0.37 -1.28 -4.03
*
```

Results
LUMO energy (Ha): -0.01034
E (eV): -158981.8940
HOMO level (Ha): -0.3870
Largest force on an atom (eV/Å): 6.0

Löwdin atomic charge list, values in e, 5 entries: atom 1 (Ca): 1.58, atom 2 (P): 0.17, atom 3 (F): -0.13, atom 4 (F): -0.22, atom 5 (F): -0.24